(1)
{
  "formula": "C21H28FeN5OS",
  "method": "ωB97M-V with the def2-TZVPD basis set",
  "species": ["Fe", "N", "C", "C", "C", "C", "N", "H", "H", "H", "H", "H", "H", "H", "H", "H", "H", "H", "H", "C", "C", "O", "N", "C", "C", "C", "C", "C", "C", "N", "H", "H", "H", "H", "H", "H", "H", "H", "H", "H", "S", "C", "C", "C", "C", "C", "C", "C", "C", "C", "N", "H", "H", "H", "H", "H", "H"],
  "positions_angstrom": [[-0.028, -0.086, -0.164], [-1.597, 0.233, -1.887], [-3.057, -0.054, -1.799], [-3.498, 0.073, -0.352], [-2.950, -1.092, 0.480], [-2.424, -0.649, 1.828], [-1.265, 0.281, 1.606], [-1.458, 1.233, -1.987], [-1.237, -0.203, -2.726], [-3.217, -1.072, -2.156], [-3.611, 0.614, -2.459], [-4.580, 0.143, -0.258], [-3.106, 1.033, 0.004], [-2.114, -1.570, -0.051], [-3.701, -1.876, 0.586], [-2.054, -1.493, 2.408], [-3.188, -0.144, 2.420], [-0.724, 0.285, 2.464], [-1.608, 1.233, 1.498], [-0.079, 4.280, -1.177], [0.360, 3.131, -0.332], [-0.194, 2.010, -0.446], [1.353, 3.312, 0.529], [1.876, 2.217, 1.339], [2.777, 1.322, 0.525], [4.149, 1.455, 0.625], [4.970, 0.684, -0.186], [4.376, -0.185, -1.080], [2.995, -0.273, -1.112], [2.192, 0.452, -0.322], [-1.165, 4.280, -1.248], [0.326, 4.145, -2.182], [0.260, 5.238, -0.789], [1.799, 4.215, 0.573], [1.028, 1.660, 1.739], [2.412, 2.645, 2.183], [4.570, 2.157, 1.332], [6.046, 0.768, -0.121], [4.963, -0.799, -1.748], [2.510, -0.954, -1.797], [1.198, -4.191, -1.615], [0.672, -3.369, -3.006], [0.236, -2.103, -2.730], [0.328, -1.771, -1.345], [0.842, -2.831, -0.633], [1.165, -2.737, 0.783], [1.706, -3.769, 1.546], [2.025, -3.535, 2.867], [1.810, -2.268, 3.402], [1.261, -1.304, 2.588], [0.929, -1.522, 1.307], [0.703, -3.860, -3.966], [-0.097, -1.461, -3.534], [1.873, -4.740, 1.100], [2.444, -4.324, 3.476], [2.061, -2.036, 4.427], [1.109, -0.303, 2.977]],
  "gap_ev": [8.420, 6.797],
  "multiplicity": 6,
  "total_charge": 2
}


(2)
{
  "formula": "C21H28IN5O6RhS2",
  "method": "ωB97M-V with the def2-TZVPD basis set",
  "species": ["Rh", "C", "C", "N", "C", "C", "C", "S", "N", "C", "O", "C", "C", "C", "C", "C", "C", "H", "H", "H", "H", "H", "H", "H", "H", "H", "H", "H", "H", "H", "H", "H", "C", "S", "O", "O", "O", "H", "H", "H", "N", "C", "O", "C", "I", "H", "H", "H", "H", "N", "C", "O", "C", "C", "C", "C", "N", "C", "H", "H", "H", "H", "H", "H"],
  "positions_angstrom": [[12.348, 8.722, 10.219], [12.886, 7.273, 15.884], [13.385, 8.579, 15.289], [14.373, 8.372, 14.208], [15.629, 7.727, 14.638], [15.661, 6.257, 14.270], [14.294, 8.841, 12.963], [12.849, 9.627, 12.360], [15.390, 8.849, 12.225], [15.403, 8.672, 10.895], [14.414, 8.264, 10.182], [16.738, 8.720, 10.169], [17.930, 8.751, 10.847], [19.131, 8.729, 10.175], [19.134, 8.669, 8.798], [17.937, 8.570, 8.117], [16.730, 8.634, 8.754], [12.007, 7.455, 16.499], [13.589, 6.711, 16.476], [12.517, 6.583, 15.092], [13.837, 9.215, 16.020], [12.560, 9.177, 14.867], [15.691, 7.832, 15.714], [16.516, 8.263, 14.213], [14.872, 5.699, 14.752], [16.633, 5.844, 14.541], [15.569, 6.112, 13.178], [17.921, 8.739, 11.947], [20.063, 8.780, 10.688], [20.032, 8.580, 8.195], [17.991, 8.485, 7.041], [15.815, 8.532, 8.180], [9.209, 6.518, 11.558], [10.280, 6.813, 10.176], [9.854, 6.029, 9.036], [10.236, 8.286, 9.931], [11.673, 6.526, 10.607], [8.192, 6.556, 11.140], [9.382, 7.267, 12.313], [9.384, 5.504, 11.903], [12.836, 7.592, 5.827], [13.016, 7.531, 7.150], [12.861, 8.539, 7.893], [13.361, 6.217, 7.820], [14.650, 4.823, 6.822], [12.525, 8.450, 5.385], [12.937, 6.733, 5.319], [12.411, 5.670, 7.928], [13.767, 6.403, 8.796], [7.804, 12.165, 9.883], [8.773, 13.053, 10.173], [8.573, 14.165, 10.632], [10.187, 12.558, 9.852], [11.111, 13.501, 9.416], [12.427, 13.075, 9.184], [12.721, 11.733, 9.339], [11.843, 10.842, 9.770], [10.601, 11.265, 10.040], [6.843, 12.422, 10.023], [8.034, 11.393, 9.287], [10.821, 14.538, 9.309], [13.214, 13.733, 8.904], [13.754, 11.403, 9.239], [9.957, 10.469, 10.382]],
  "gap_ev": [8.897, 6.142],
  "relative_energy_kj_mol": 0.00,
  "multiplicity": 5,
  "total_charge": 1
}


(3)
{
  "formula": "C21H28MgN3O2",
  "method": "ωB97M-V with the def2-TZVPD basis set",
  "species": ["O", "C", "C", "H", "H", "C", "H", "H", "C", "H", "H", "H", "C", "H", "H", "H", "Mg", "C", "C", "C", "H", "C", "C", "H", "H", "H", "H", "C", "C", "C", "H", "C", "C", "H", "H", "H", "H", "O", "C", "C", "H", "H", "C", "H", "H", "C", "H", "H", "H", "H", "N", "C", "N", "C", "N"],
  "positions_angstrom": [[0.036, -0.112, 1.548], [-1.414, 0.061, 1.606], [-1.586, -1.226, 2.408], [-1.854, 0.016, 0.599], [-1.701, 0.973, 2.133], [-0.078, -1.453, 2.103], [-2.261, -1.968, 1.978], [-1.791, -1.051, 3.473], [0.170, -2.525, 1.055], [-0.255, -2.241, 0.084], [-0.281, -3.477, 1.374], [1.241, -2.688, 0.913], [0.823, -1.616, 3.307], [0.536, -0.899, 4.086], [1.870, -1.457, 3.016], [0.724, -2.633, 3.710], [-0.502, -0.293, -3.425], [2.915, 2.644, 2.272], [2.141, 3.595, 1.545], [0.768, 3.375, 1.851], [2.542, 4.350, 0.874], [0.696, 2.306, 2.792], [2.021, 1.838, 3.035], [2.297, 1.022, 3.699], [3.999, 2.547, 2.249], [-0.084, 3.915, 1.447], [-0.203, 1.948, 3.285], [3.137, 0.957, -0.799], [3.304, -0.061, 0.179], [2.849, -1.284, -0.385], [3.719, 0.060, 1.177], [2.339, -1.014, -1.687], [2.564, 0.362, -1.958], [2.378, 0.860, -2.910], [3.419, 2.001, -0.678], [2.940, -2.265, 0.083], [1.906, -1.750, -2.372], [-1.971, -1.018, -2.810], [-2.285, -2.317, -2.105], [-3.789, -2.497, -2.264], [-1.992, -2.181, -1.061], [-1.673, -3.089, -2.574], [-4.373, -1.162, -2.776], [-4.259, -2.777, -1.317], [-4.005, -3.299, -2.976], [-3.228, -0.174, -2.966], [-5.106, -0.778, -2.061], [-4.885, -1.312, -3.734], [-3.182, 0.605, -2.201], [-3.194, 0.279, -3.961], [-0.113, 1.571, -3.072], [0.184, 2.571, -2.502], [0.410, 3.636, -1.846], [1.569, 4.255, -1.783], [2.566, 4.870, -1.657]],
  "gap_ev": [4.769, 3.993],
  "relative_energy_kj_mol": 171.66,
  "multiplicity": 1,
  "total_charge": -1
}


(4)
{
  "formula": "C21H28N2O4S",
  "method": "ωB97M-V with the def2-TZVPD basis set",
  "species": ["C", "C", "C", "C", "C", "C", "N", "C", "C", "S", "O", "O", "C", "C", "O", "N", "C", "C", "C", "C", "C", "C", "C", "C", "C", "O", "C", "C", "H", "H", "H", "H", "H", "H", "H", "H", "H", "H", "H", "H", "H", "H", "H", "H", "H", "H", "H", "H", "H", "H", "H", "H", "H", "H", "H", "H"],
  "positions_angstrom": [[5.909, 0.874, -0.303], [4.448, 1.204, -0.307], [3.628, 0.763, -1.343], [2.287, 1.082, -1.373], [1.729, 1.850, -0.349], [0.318, 2.164, -0.374], [-0.581, 1.623, -1.147], [-1.760, 2.232, -0.823], [-3.045, 1.856, -1.431], [-4.040, 0.893, -0.220], [-3.518, 1.114, 1.108], [-5.425, 1.226, -0.419], [-3.841, -0.883, -0.627], [-2.511, -1.164, -1.295], [-2.470, -1.291, -2.509], [-1.421, -1.256, -0.520], [-1.336, -1.073, 0.909], [-0.933, -2.392, 1.580], [-0.849, -2.218, 3.092], [0.403, -2.853, 0.994], [0.326, -2.968, -0.530], [1.679, -3.342, -1.125], [-0.156, -1.637, -1.114], [-1.520, 3.145, 0.173], [-2.408, 4.069, 0.915], [-0.199, 3.098, 0.456], [2.544, 2.298, 0.689], [3.887, 1.976, 0.703], [6.444, 1.559, -0.962], [6.079, -0.137, -0.665], [6.328, 0.970, 0.695], [4.054, 0.168, -2.139], [1.654, 0.760, -2.185], [-3.669, 2.715, -1.667], [-2.905, 1.223, -2.301], [-4.636, -1.094, -1.337], [-4.000, -1.430, 0.297], [-2.265, -0.685, 1.318], [-0.558, -0.325, 1.103], [-1.696, -3.145, 1.349], [-0.097, -1.474, 3.346], [-0.579, -3.157, 3.570], [-1.804, -1.888, 3.493], [0.685, -3.816, 1.425], [1.178, -2.128, 1.258], [-0.405, -3.743, -0.788], [2.415, -2.573, -0.900], [1.604, -3.443, -2.205], [2.029, -4.286, -0.713], [-0.305, -1.714, -2.191], [0.577, -0.853, -0.907], [-1.814, 4.700, 1.570], [-2.973, 4.692, 0.224], [-3.113, 3.489, 1.509], [2.116, 2.894, 1.481], [4.510, 2.329, 1.512]],
  "gap_ev": 8.763,
  "relative_energy_kj_mol": 44.23,
  "multiplicity": 1,
  "total_charge": 0
}